# 1
Below is a cluster of 2 separate species, CH3FO2 in total, with properties calculated with ωB97M-V with the def2-TZVPD basis set.

```
7
Properties=species:S:1:pos:R:3:forces:R:3
C 0.013599 -0.514473 -0.660428 -0.091 -1.286 2.051
O 0.082095 0.958709 1.122504 -0.919 2.780 0.039
O 0.005168 0.798613 -0.325147 0.590 -0.369 -0.357
F -1.217818 -1.096438 -0.459544 0.732 0.235 -0.053
H 0.284856 -0.711590 -1.748481 0.240 0.532 1.688
H 1.014873 -1.423462 0.840793 -1.374 1.529 -2.718
H -0.182772 1.988642 1.230303 0.821 -3.420 -0.649
```
Positions in Å, forces in eV/Å.

Summary:
Charge: 0
Energy relative to the best compared isomer or geometry (same formula, charge and spin) in eV: 7.099
Gap between HOMO and LUMO (alpha / beta) in eV: 9.4 / 9.6
Spin multiplicity: 1

# 2
Below is a cluster of 2 separate species, CH3FO2 in total, with properties calculated with ωB97M-V with the def2-TZVPD basis set.

```
7
Properties=species:S:1:pos:R:3:forces:R:3
O -0.304574 -1.229776 -0.091515 -0.213 -0.349 0.578
C -0.954716 -0.225872 -0.166546 1.357 0.682 -0.527
O -0.565253 1.028995 0.007276 -1.727 0.405 0.073
H -1.921182 -0.083455 -0.522074 -2.379 -0.902 -0.651
H 0.298994 1.081037 0.347041 2.264 0.028 0.560
F 1.806104 0.140597 0.023667 0.914 -0.515 0.568
H 1.640629 -0.711527 0.402153 -0.216 0.651 -0.601
```
Positions in Å, forces in eV/Å.

Summary:
Charge: 0
SMILES string: O=CO.F
Energy relative to the best compared isomer or geometry (same formula, charge and spin) in eV: 0.186
Gap between HOMO and LUMO in eV: 12.0
Spin multiplicity: 1

# 3
Below is a cluster of 2 separate species, CH3FO2S in total, with properties calculated with ωB97M-V with the def2-TZVPD basis set.

```
8
Properties=species:S:1:pos:R:3:forces:R:3
C -1.333669 0.052093 -0.002951 2.855 -0.816 0.415
O 1.548996 -0.182207 -1.415785 0.052 -0.056 0.358
O 1.746830 -1.128840 0.885636 -0.206 0.173 0.007
F 1.429850 1.330183 0.554805 -0.189 -1.822 -0.588
S 1.152552 -0.228107 -0.043909 -2.698 2.280 0.088
H -1.455391 0.890360 0.661792 0.159 0.190 -0.008
H -1.517477 0.181027 -1.051830 0.114 0.135 -0.286
H -1.571688 -0.914512 0.412242 -0.087 -0.084 0.014
```
Positions in Å, forces in eV/Å.

Summary:
Charge: 0
Energy relative to the best compared isomer or geometry (same formula, charge and spin) in eV: 1.613
Gap between HOMO and LUMO in eV: 9.2
Spin multiplicity: 1

# 4
Below is a cluster of 2 separate species, CH3FO2S in total, with properties calculated with ωB97M-V with the def2-TZVPD basis set.

```
8
Properties=species:S:1:pos:R:3:forces:R:3
O -2.771574 -0.160736 0.649908 1.463 1.515 1.214
S -3.606110 -1.085493 -0.078335 -1.379 -1.515 -1.213
O 0.085318 -0.161932 -0.443198 -0.709 -0.324 1.502
C 1.384682 0.123108 -0.107666 2.074 1.359 -1.812
F 1.563088 1.540738 -0.317426 -0.144 -0.512 0.801
H -0.599296 0.032448 0.290074 1.867 -0.325 -1.454
H 1.735568 -0.082381 0.948387 -0.691 0.078 -1.154
H 2.208326 -0.205751 -0.941746 -2.481 -0.276 2.115
```
Positions in Å, forces in eV/Å.

Summary:
Charge: 0
SMILES string: O=S.OCF
Energy relative to the best compared isomer or geometry (same formula, charge and spin) in eV: 1.877
Gap between HOMO and LUMO (alpha / beta) in eV: 7.8 / 7.8
Spin multiplicity: 1

# 5
Below is a cluster of 2 separate species, CH3FO2S in total, with properties calculated with ωB97M-V with the def2-TZVPD basis set.

```
8
Properties=species:S:1:pos:R:3:forces:R:3
C 1.270206 0.161207 0.467693 -3.131 -1.842 -0.782
O -1.982410 1.187486 -0.134994 -0.025 0.091 0.172
O -1.840765 -1.306223 0.257363 0.564 1.215 0.127
F 1.669782 -0.567012 -0.550710 0.158 -1.399 0.002
S -1.237418 -0.037594 -0.134511 2.642 -1.621 -2.227
H 1.566962 1.091296 0.242369 0.436 3.822 -0.122
H 1.279160 -0.185305 1.470144 0.183 -0.912 0.501
H -0.725515 -0.343855 -1.617352 -0.827 0.646 2.329
```
Positions in Å, forces in eV/Å.

Summary:
Charge: 0
Energy relative to the best compared isomer or geometry (same formula, charge and spin) in eV: 3.466
Gap between HOMO and LUMO (alpha / beta) in eV: 8.1 / 8.4
Spin multiplicity: 1

# 6
Below is the ion CH3FO3P with charge -1, with properties calculated with ωB97M-V with the def2-TZVPD basis set.

```
9
Properties=species:S:1:pos:R:3:forces:R:3
C -0.496622 -0.857147 -0.684025 1.214 0.538 1.608
P -0.225220 0.486641 0.587166 -1.297 -0.005 -0.535
O -1.088528 1.714969 0.475370 1.068 -0.864 -0.639
O -0.078663 -0.143160 1.921587 0.418 -0.185 0.052
O 1.338368 0.635256 -0.183495 -0.653 0.542 0.491
F 1.959087 1.687097 0.549092 0.528 0.272 0.103
H 0.082711 -0.705325 -1.557239 0.381 0.475 -1.067
H -0.020924 -1.678972 -0.181582 0.111 -0.682 0.241
H -1.470209 -1.139359 -0.926875 -1.770 -0.093 -0.256
```
Positions in Å, forces in eV/Å.

Summary:
Charge: -1
SMILES string: C[P@@](=O)([O-])OF
Energy relative to the best compared isomer or geometry (same formula, charge and spin) in eV: 0.000
Gap between HOMO and LUMO in eV: 9.3
Spin multiplicity: 1

# 7
Below is a cluster of 2 separate species, CH3FO3P in total, with properties calculated with ωB97M-V with the def2-TZVPD basis set.

```
9
Properties=species:S:1:pos:R:3:forces:R:3
C -0.989875 -0.004176 -0.061803 1.358 1.900 1.323
O 0.640871 -2.011889 1.156856 -0.331 1.292 0.207
O 0.782970 -1.663546 -1.354319 0.415 0.467 -0.817
O 1.711332 1.526972 0.553931 -0.163 -0.913 0.062
F 0.980411 2.430434 -0.343330 -0.216 0.071 -0.158
P 0.388846 -1.176996 -0.035801 -0.368 -0.972 -0.583
H -0.448066 1.024665 -0.101123 -0.776 -1.514 -0.039
H -1.805469 -0.002447 -0.818874 0.847 -0.711 0.606
H -1.261021 -0.123013 1.004466 -0.765 0.380 -0.599
```
Positions in Å, forces in eV/Å.

Summary:
Charge: -1
Energy relative to the best compared isomer or geometry (same formula, charge and spin) in eV: 2.140
Gap between HOMO and LUMO in eV: 7.8
Spin multiplicity: 1

# 8
Below is a structure of composition CH3FOS, with properties calculated with ωB97M-V with the def2-TZVPD basis set.

```
7
Properties=species:S:1:pos:R:3:forces:R:3
C -0.261286 -0.469987 0.452820 1.722 3.622 -1.288
O 0.239291 1.337342 0.605850 1.149 -5.279 -0.031
F -1.213013 -0.567877 -0.461852 -1.323 0.866 -0.140
S 1.092071 -1.359833 -0.172566 1.152 -1.650 3.356
H -0.602829 -0.679120 1.415191 -0.369 -0.224 1.528
H -0.553634 1.785416 0.452404 -2.285 1.066 -0.416
H 1.023572 -0.732774 -1.241638 -0.047 1.599 -3.010
```
Positions in Å, forces in eV/Å.

Summary:
Charge: 0
Energy relative to the best compared isomer or geometry (same formula, charge and spin) in eV: 2.011
Gap between HOMO and LUMO in eV: 10.9
Spin multiplicity: 1

# 9
Below is a cluster of 2 separate species, CH3FOS in total, with properties calculated with ωB97M-V with the def2-TZVPD basis set.

```
7
Properties=species:S:1:pos:R:3:forces:R:3
F 2.307592 1.004998 -0.819305 -0.984 -0.284 0.206
C 1.580034 0.004954 -0.266356 1.679 0.157 -0.169
S 2.310720 -1.273294 0.305818 -0.019 -0.437 0.209
H 0.529181 0.169272 -0.252736 -0.670 0.631 -0.303
O -2.187008 0.193069 -0.010355 -1.753 0.242 0.946
H -1.526732 -0.310270 0.470580 -0.178 -0.177 0.281
H -3.013788 0.211274 0.572354 1.925 -0.131 -1.170
```
Positions in Å, forces in eV/Å.

Summary:
Charge: 0
SMILES string: FC=S.O
Energy relative to the best compared isomer or geometry (same formula, charge and spin) in eV: 0.663
Gap between HOMO and LUMO in eV: 9.5
Spin multiplicity: 1

# 10
Below is a cluster of 2 separate species, CH3FS in total, with properties calculated with ωB97M-V with the def2-TZVPD basis set.

```
6
Properties=species:S:1:pos:R:3:forces:R:3
C 0.135315 0.482998 0.407694 -1.913 -1.483 -0.089
F 0.824706 1.481106 -0.086965 0.291 0.711 -0.240
S -1.643725 0.403104 0.127043 0.978 -0.149 1.417
H 1.358635 -1.155171 -0.652171 -0.724 0.790 0.683
H 0.070397 0.401990 1.471207 1.613 -0.170 0.912
H -1.484832 0.572381 -1.112871 -0.246 0.301 -2.684
```
Positions in Å, forces in eV/Å.

Summary:
Charge: 0
Energy relative to the best compared isomer or geometry (same formula, charge and spin) in eV: 4.244
Gap between HOMO and LUMO (alpha / beta) in eV: 9.6 / 8.4
Spin multiplicity: 1

# 11
Below is a cluster of 2 separate species, CH3FS2 in total, with properties calculated with ωB97M-V with the def2-TZVPD basis set.

```
7
Properties=species:S:1:pos:R:3:forces:R:3
C -1.103187 1.693181 0.846159 0.756 6.189 -0.360
F -0.748119 2.456527 -0.226636 -0.013 -0.844 -0.686
S -1.321667 0.157515 0.964548 -0.621 -5.173 0.013
S 1.565687 -2.505709 -0.610110 0.349 -1.010 1.930
H -1.037999 2.356235 1.679961 -0.132 -0.173 1.036
H 0.474096 -1.887551 -0.935477 -0.980 0.635 -0.459
H 2.171190 -2.270199 -1.718445 0.641 0.377 -1.473
```
Positions in Å, forces in eV/Å.

Summary:
Charge: 0
Energy relative to the best compared isomer or geometry (same formula, charge and spin) in eV: 0.443
Expectation value of S²: 2.01
Gap between HOMO and LUMO (alpha / beta) in eV: 7.8 / 6.5
Spin multiplicity: 3

# 12
Below is a structure of composition CH3HgMgO2, with properties calculated with ωB97M-V with the def2-TZVPD basis set.

```
8
Properties=species:S:1:pos:R:3:forces:R:3
O -2.858498 0.435447 -0.855493 11.961 -0.952 -1.752
Mg -1.046018 0.222064 -0.842215 0.318 -0.245 0.384
O 0.711062 -0.168418 -0.475080 -1.080 0.325 -0.473
C 1.706740 -0.243559 0.478112 0.532 -0.134 0.563
Hg -4.544374 0.573188 -0.610069 -11.373 0.934 1.638
H 1.504392 0.390309 1.364736 0.062 -0.152 -0.250
H 1.831565 -1.278536 0.855305 -0.033 0.301 -0.132
H 2.695131 0.069506 0.084704 -0.386 -0.077 0.022
```
Positions in Å, forces in eV/Å.

Summary:
Charge: 0
Energy relative to the best compared isomer or geometry (same formula, charge and spin) in eV: 0.000
Expectation value of S²: 0.75
Gap between HOMO and LUMO (alpha / beta) in eV: 7.3 / 8.5
Spin multiplicity: 2

- What is the formula in the second record?
  CH3FO2

- spin multiplicity of number 11 (CH3FS2)?
  3

- Which value of spin multiplicity does entry 8 give?
  1